Entry from the OMol25 dataset: a 2-piece molecular cluster, C3H10Cl3NSi2 overall in a non-equilibrium geometry (the ωB97M-V functional and the def2-TZVPD basis).

## Properties
Net charge   0
Relative energy (zero: lowest compared OMol25 entry of this formula, charge and spin)   161.6 kcal per mole
Calculated total energy   -2134.5814 hartree
Kohn-Sham gap (alpha / beta)   7.93 / 5.91 eV

Cartesian coordinates (Å):
C 0.00 -0.99 1.26
C 1.50 1.48 -0.23
C -0.78 2.04 1.84
N -1.20 0.35 -0.80
Si -4.13 0.50 0.39
Si -0.18 0.89 0.48
Cl -1.10 1.01 -2.32
Cl -5.31 0.15 -1.08
Cl -3.91 -0.88 1.76
H 0.02 -0.82 2.31
H -0.84 -1.59 0.97
H 0.95 -1.49 0.91
H 2.27 0.78 0.12
H 1.53 1.44 -1.37
H 1.65 2.59 -0.02
H -1.74 1.80 2.18
H -0.15 1.85 2.65
H -0.75 3.08 1.59
H -3.94 1.89 0.87

Atom charges from the natural (NBO) analysis, given in e for atoms 1 to 5:
1 C -1.039
2 C -1.135
3 C -1.104
4 N -0.984
5 Si 1.078

Entry from the OMol25 dataset: C3H10CuNO4 as an isolated structure in a non-equilibrium geometry (the ωB97M-V functional and the def2-TZVPD basis).

## Properties
Net charge   -3
Calculated total energy   -2116.0881 hartree
Multiplicity   2
Kohn-Sham gap (alpha / beta)   3.60 / 5.20 eV
<S²>   0.751

Cartesian coordinates (Å):
Cu 0.10 1.39 1.60
O 0.14 2.89 3.48
H 0.43 3.73 3.87
O -1.38 2.90 0.73
H -1.76 2.85 -0.16
O -1.52 0.08 2.87
H -1.72 -0.87 3.01
C 1.76 -0.29 -0.68
O 1.78 0.26 0.40
N 0.66 -0.98 -1.21
C 0.62 -1.67 -2.52
C -0.64 -0.98 -0.57
H 2.71 -0.46 -1.21
H 1.41 -1.44 -3.24
H -0.38 -1.69 -2.94
H 0.76 -2.70 -2.20
H -0.77 -0.30 0.27
H -1.42 -0.71 -1.27
H -0.78 -2.01 -0.22

Atom charges from the natural (NBO) analysis, given in e for atoms 1 to 5:
1 Cu 0.926
2 O -1.354
3 H 0.379
4 O -1.336
5 H 0.379

Entry from the OMol25 dataset: an isolated ion of composition C3H10FN2 and charge +1 in a non-equilibrium geometry (the ωB97M-V functional and the def2-TZVPD basis).

## Properties
SMILES   N[C@H](F)CC[NH3+]
Net charge   +1
Relative energy (zero: lowest compared OMol25 entry of this formula, charge and spin)   58.2 kcal per mole
Calculated total energy   -329.3346 hartree
Kohn-Sham gap   9.15 eV

Cartesian coordinates (Å):
C -0.92 -0.92 -0.36
C 0.28 0.03 0.16
C 2.17 -0.13 0.34
N 2.78 0.94 -0.23
N -2.19 -0.26 -0.04
F 2.49 -1.32 -0.11
H -0.65 -1.78 0.11
H -0.94 -1.14 -1.39
H 0.03 0.10 1.24
H 0.09 1.01 -0.26
H 2.61 -0.25 1.37
H 2.74 1.83 0.25
H 2.69 1.16 -1.18
H -2.40 0.44 -0.86
H -2.02 0.24 0.82
H -2.91 -0.94 0.14

Atom charges from the natural (NBO) analysis, given in e for atoms 1 to 5:
1 C -0.257
2 C -0.534
3 C 0.453
4 N -0.833
5 N -0.673

Entry from the OMol25 dataset: a 2-piece molecular cluster, C3H10FNOP overall in a non-equilibrium geometry (the ωB97M-V functional and the def2-TZVPD basis).

## Properties
Net charge   +1
Relative energy (zero: lowest compared OMol25 entry of this formula, charge and spin)   0.0 kcal per mole
Calculated total energy   -691.0786 hartree
Kohn-Sham gap (alpha / beta)   8.91 / 7.16 eV

Cartesian coordinates (Å):
C -0.34 -1.63 -0.46
C -0.90 -0.55 0.45
C 1.08 0.97 1.64
N -0.02 -0.95 -1.73
O -1.77 0.33 -0.30
F 1.99 0.02 1.60
P 0.72 2.24 0.38
H 0.52 -2.16 -0.16
H -1.01 -2.34 -0.80
H -1.30 -0.86 1.40
H 0.71 1.14 2.71
H -0.72 -0.24 -1.65
H -0.36 -1.32 -2.72
H 0.93 -0.62 -1.81
H -2.63 0.46 0.20
H 2.12 2.24 -0.05
H 0.96 3.26 1.30

Atom charges from the natural (NBO) analysis, given in e for atoms 1 to 5:
1 C -0.290
2 C 0.053
3 C -0.021
4 N -0.694
5 O -0.758

Entry from the OMol25 dataset: one molecule with the formula C3H10IN2P in a non-equilibrium geometry (the ωB97M-V functional and the def2-TZVPD basis).

## Properties
SMILES   CCN(C)NPI
Net charge   0
Relative energy (zero: lowest compared OMol25 entry of this formula, charge and spin)   0.0 kcal per mole
Calculated total energy   -868.7928 hartree
Kohn-Sham gap (alpha / beta)   8.17 / 8.17 eV

Cartesian coordinates (Å):
C 0.16 1.98 -0.24
C 1.15 -1.66 0.04
C 1.06 0.79 0.04
N -0.78 -0.46 0.76
N 0.33 -0.47 -0.03
P -2.50 -1.31 -0.28
I -3.97 0.55 0.15
H -0.64 2.02 0.50
H 0.74 2.89 -0.17
H -0.27 1.91 -1.23
H 0.55 -2.52 -0.28
H 1.99 -1.55 -0.64
H 1.53 -1.85 1.05
H 1.86 0.73 -0.71
H 1.53 0.90 1.03
H -0.72 -1.14 1.51
H -2.02 -0.79 -1.49

Atom charges from the natural (NBO) analysis, given in e for atoms 1 to 5:
1 C -0.617
2 C -0.423
3 C -0.208
4 N -0.597
5 N -0.311

Entry from the OMol25 dataset: a 3-piece molecular cluster, C3H10IO3 overall (the ωB97M-V functional and the def2-TZVPD basis).

## Properties
Net charge   -1
Relative energy (zero: lowest compared OMol25 entry of this formula, charge and spin)   7.8 kcal per mole
Calculated total energy   -643.7854 hartree
Kohn-Sham gap   7.46 eV

Cartesian coordinates (Å):
I -2.05 1.20 -0.59
C -1.55 3.04 2.80
O -0.94 3.77 1.78
H -1.04 2.09 2.99
H -1.55 3.64 3.71
H -2.61 2.88 2.59
H -1.23 3.44 0.92
C 1.16 -1.50 -0.92
C 1.60 -2.66 -1.80
O 0.49 -3.28 -2.43
O 0.97 -0.32 -1.69
H 1.86 -1.24 -0.12
H 0.25 -1.85 -0.43
H 2.21 -3.37 -1.22
H 2.30 -2.34 -2.58
H -0.03 -3.64 -1.70
H 0.18 0.13 -1.31

Atom charges from the natural (NBO) analysis, given in e for atoms 1 to 5:
1 I -0.940
2 C -0.237
3 O -0.760
4 H 0.162
5 H 0.148